[1]
A structure of composition C15H34N4V at a distorted geometry. Source: the OMol25 dataset; level of theory: ωB97M-V/def2-TZVPD.

XYZ file:
```
54
Properties=species:S:1:pos:R:3:forces:R:3
V 0.620354 -0.380770 -0.047165 -1.892 1.358 0.171
C -2.374096 -2.354328 0.280418 0.200 0.088 -0.012
C -1.424213 -2.555127 -0.907032 -0.297 -0.083 0.184
N -0.709434 -1.345583 -1.272286 -0.147 -0.428 -0.542
C -1.284670 -0.566438 -2.357321 0.025 0.103 -0.140
C -0.691578 0.837551 -2.382944 -0.174 0.055 -0.122
N -0.775942 1.408720 -1.040874 0.264 -0.244 -0.250
C -0.174227 2.734180 -0.893204 0.209 0.134 -0.057
C 1.331809 2.661865 -0.615697 -0.175 -0.116 0.269
C 1.605760 2.338062 0.859964 0.002 0.187 -0.175
N 0.864993 1.161220 1.288891 0.474 0.473 0.320
C 0.051052 1.280040 2.477788 -0.144 -0.174 0.158
C -0.650689 -0.042538 2.773591 0.057 0.142 0.126
N -1.420605 -0.505621 1.620126 0.622 -0.097 -0.257
C -1.650540 -1.948256 1.568043 -0.242 -0.114 0.015
H -2.912476 -3.289118 0.451904 -0.020 0.004 -0.008
H -3.124223 -1.595683 0.029196 -0.050 -0.030 0.015
H -1.996442 -2.943329 -1.759529 0.074 0.002 -0.027
H -0.694255 -3.317768 -0.628662 0.064 0.016 -0.057
H 0.328106 -1.498255 -1.394271 -0.301 -1.042 -1.294
H -2.363306 -0.481997 -2.183157 -0.005 -0.065 0.030
H -1.155421 -1.042865 -3.340114 -0.026 0.010 0.028
H -1.214924 1.445898 -3.138939 0.004 -0.030 0.022
H 0.359784 0.787374 -2.670530 0.008 0.017 0.002
H -1.746593 1.425912 -0.753720 0.011 -0.016 0.081
H -0.645874 3.226828 -0.039115 -0.091 0.019 -0.049
H -0.365675 3.359615 -1.776505 -0.032 -0.038 0.021
H 1.799566 3.614771 -0.874036 0.038 -0.017 -0.026
H 1.789932 1.883958 -1.234067 0.012 0.048 -0.085
H 1.311089 3.199762 1.469821 -0.015 -0.035 0.032
H 2.682233 2.189550 1.008484 -0.029 -0.016 0.018
H 1.472613 0.283356 1.299447 0.930 0.539 1.446
H -0.705785 2.059424 2.318922 0.041 0.041 -0.026
H 0.631297 1.570200 3.367225 -0.036 0.029 -0.017
H -1.265745 0.079560 3.675774 -0.001 -0.063 0.009
H 0.113151 -0.788774 2.991485 -0.026 -0.082 -0.013
H -2.309614 -0.021921 1.586100 -0.009 0.061 -0.123
H -2.221691 -2.308059 2.437042 0.048 0.034 0.025
H -0.668175 -2.430960 1.590125 -0.003 -0.005 0.066
C 2.457557 -3.774414 0.243551 0.101 0.091 0.028
C 2.902533 -2.397889 0.768824 0.240 -0.142 -0.099
C 4.435539 -2.332295 0.664141 -0.115 0.022 0.047
C 2.535595 -2.332228 2.257117 0.048 0.001 -0.090
C 2.250741 -1.270097 -0.039302 0.643 -0.862 0.539
H 2.897280 -4.586652 0.834274 0.002 -0.013 -0.033
H 2.763952 -3.897345 -0.797391 -0.047 -0.021 -0.014
H 1.370152 -3.859671 0.292103 -0.019 -0.014 0.006
H 4.912408 -3.089619 1.294590 0.037 0.000 -0.028
H 4.791459 -1.347606 0.976394 0.029 -0.008 0.010
H 4.750142 -2.496759 -0.368882 0.025 0.030 -0.005
H 3.083758 -3.090543 2.827092 -0.039 -0.004 0.007
H 1.468098 -2.514207 2.397282 -0.047 0.048 0.010
H 2.779273 -1.350569 2.671340 -0.013 0.002 0.007
H 2.978524 -0.938161 -0.803494 -0.214 0.207 -0.144
```
Positions in Å, forces in eV/Å.

The spin multiplicity is 2. The molar mass is 321.41 g/mol. Its total energy is -47749.588 eV. The gap between HOMO and LUMO (spin up / spin down) comes out at 5.29 / 4.90 eV. Its HOMO energy (spin up / spin down) is -4.958 / -4.572 eV.

Want to see where the charge sits? The Löwdin charges in e are: atom 1 (V): 0.522, atom 2 (C): -0.164, atom 3 (C): -0.209, atom 4 (N): -0.195, atom 5 (C): -0.195, atom 6 (C): -0.221, atom 7 (N): -0.105, atom 8 (C): -0.206, atom 9 (C): -0.168, atom 10 (C): -0.209, atom 11 (N): -0.204, atom 12 (C): -0.203, atom 13 (C): -0.209, atom 14 (N): -0.084, atom 15 (C): -0.226, atom 16 (H): 0.110, atom 17 (H): 0.106, atom 18 (H): 0.117, atom 19 (H): 0.110, atom 20 (H): 0.067, atom 21 (H): 0.120, atom 22 (H): 0.123, atom 23 (H): 0.120, atom 24 (H): 0.113, atom 25 (H): 0.118, atom 26 (H): 0.115, atom 27 (H): 0.113, atom 28 (H): 0.111, atom 29 (H): 0.099, atom 30 (H): 0.116, atom 31 (H): 0.119, atom 32 (H): 0.053, atom 33 (H): 0.114, atom 34 (H): 0.122, atom 35 (H): 0.120, atom 36 (H): 0.101, atom 37 (H): 0.118, atom 38 (H): 0.117, atom 39 (H): 0.100, atom 40 (C): -0.083, atom 41 (C): -0.704, atom 42 (C): -0.094, atom 43 (C): -0.092, atom 44 (C): -0.214, atom 45 (H): 0.076, atom 46 (H): 0.077, atom 47 (H): 0.051, atom 48 (H): 0.072, atom 49 (H): 0.075, atom 50 (H): 0.074, atom 51 (H): 0.076, atom 52 (H): 0.050, atom 53 (H): 0.075, atom 54 (H): 0.016

***

[2]
A cluster of 2 separate species, C15H34NO3 in total at a distorted geometry. Source: the OMol25 dataset; level of theory: ωB97M-V/def2-TZVPD.

XYZ file:
```
53
Properties=species:S:1:pos:R:3:forces:R:3
C -0.923382 -2.647121 7.371690 0.849 0.023 0.108
O -0.746080 -3.361067 6.094587 -1.600 1.294 0.112
C -1.601050 -2.790449 5.030240 -0.462 0.032 -1.087
C -1.489988 -3.699010 3.657589 0.715 0.653 0.191
C -1.451831 -2.762322 2.274653 -0.261 -1.508 0.638
C -0.992237 -3.775002 1.061140 0.148 1.752 -0.328
C -1.024261 -2.871092 -0.331440 1.026 -0.978 0.953
C 0.264343 -1.805227 -0.342107 -1.723 -0.200 -2.031
C -0.074412 -0.761529 -1.604456 0.796 -0.015 1.844
C 1.213808 0.264854 -1.752887 -0.124 -0.068 -1.282
C 1.387080 0.621872 -3.365666 1.099 0.228 0.162
C 1.399675 2.233260 -3.668432 -0.049 -0.119 -0.922
C 0.068422 3.047674 -3.167812 0.848 -0.212 1.026
C -1.356529 2.275077 -3.406085 -0.285 2.457 2.686
N -1.546638 1.680419 -4.783286 -1.020 -1.001 -0.494
H -0.258609 -3.187184 8.198434 -1.487 1.020 -1.959
H -2.042628 -2.659993 7.713381 2.031 0.219 -0.667
H -0.480099 -1.567824 7.225050 -1.184 -1.846 0.507
H -2.734166 -2.759218 5.343733 2.131 -0.024 -0.260
H -1.276582 -1.690701 4.746173 -0.467 -2.060 0.805
H -0.446696 -4.263373 3.719411 -2.260 1.077 -0.144
H -2.362352 -4.478656 3.591847 1.741 1.453 0.174
H -0.695595 -1.880771 2.457458 -1.509 -1.792 -0.563
H -2.522665 -2.334237 2.000697 2.219 -0.781 0.743
H -1.723473 -4.696596 0.967000 1.583 1.818 0.380
H 0.132709 -4.090892 1.267199 -2.456 0.339 -0.472
H -2.060695 -2.318750 -0.382529 2.081 -0.995 -0.057
H -0.907737 -3.641811 -1.222888 -0.320 1.853 1.570
H 0.363209 -1.204333 0.657890 -0.034 -1.264 -2.029
H 1.231119 -2.380094 -0.671365 -1.749 1.065 1.077
H -1.075552 -0.221700 -1.286336 2.053 -0.808 -0.750
H -0.291547 -1.360822 -2.587655 0.583 1.021 1.855
H 2.245733 -0.235300 -1.427000 -2.506 0.863 -0.483
H 1.093755 1.253383 -1.127851 0.123 -1.873 -1.054
H 0.599635 0.039983 -4.044149 1.413 1.301 1.482
H 2.447634 0.198587 -3.713136 -2.277 0.961 0.627
H 2.376146 2.749198 -3.216162 -2.295 -1.153 -0.814
H 1.478739 2.345326 -4.853850 -0.064 -0.152 2.254
H 0.183287 3.183680 -1.987578 -0.316 -0.139 -2.259
H 0.117395 4.137759 -3.619255 -0.431 -2.326 0.748
H -1.581896 1.487294 -2.540419 0.780 1.496 -2.341
H -2.208306 3.102371 -3.282175 1.833 -1.862 -0.319
H -2.356027 2.115239 -5.320984 0.869 -0.287 0.680
H -1.814349 0.658173 -4.664859 0.488 1.000 -0.393
H -0.718240 1.739816 -5.414703 -0.222 -0.049 0.648
O 1.245736 3.679063 0.345389 -0.242 -0.878 -0.304
C 2.568470 3.771192 0.157226 -0.924 -0.150 0.267
C 2.969914 5.306621 -0.058422 1.424 0.234 -0.238
O 4.283595 5.392656 -0.306201 -0.430 0.437 -0.018
H 2.994185 3.225362 -0.703545 -0.118 0.049 -0.704
H 3.217951 3.411785 0.975003 -0.095 0.251 0.530
H 2.592518 5.835595 0.834055 0.186 -0.148 0.589
H 2.288566 5.688836 -0.836612 -0.108 -0.207 -0.685
```
Positions in Å, forces in eV/Å.

The total charge is -1. The molar mass is 276.44 g/mol. Its total energy is -23726.484 eV. The gap between HOMO and LUMO comes out at 1.83 eV. Its HOMO energy is -0.761 eV.

Want to see where the charge sits? The Löwdin charges in e are: atom 1 (C): -0.133, atom 2 (O): -0.272, atom 3 (C): -0.230, atom 4 (C): -0.178, atom 5 (C): -0.219, atom 6 (C): -0.235, atom 7 (C): -0.232, atom 8 (C): -0.197, atom 9 (C): -0.231, atom 10 (C): -0.180, atom 11 (C): -0.238, atom 12 (C): -0.234, atom 13 (C): -0.190, atom 14 (C): -0.229, atom 15 (N): 0.046, atom 16 (H): 0.105, atom 17 (H): 0.094, atom 18 (H): 0.102, atom 19 (H): 0.124, atom 20 (H): 0.129, atom 21 (H): 0.123, atom 22 (H): 0.111, atom 23 (H): 0.109, atom 24 (H): 0.121, atom 25 (H): 0.113, atom 26 (H): 0.120, atom 27 (H): 0.105, atom 28 (H): 0.109, atom 29 (H): 0.115, atom 30 (H): 0.114, atom 31 (H): 0.096, atom 32 (H): 0.094, atom 33 (H): 0.120, atom 34 (H): 0.108, atom 35 (H): 0.068, atom 36 (H): 0.111, atom 37 (H): 0.135, atom 38 (H): 0.087, atom 39 (H): 0.117, atom 40 (H): 0.120, atom 41 (H): 0.117, atom 42 (H): 0.121, atom 43 (H): 0.097, atom 44 (H): 0.101, atom 45 (H): 0.094, atom 46 (O): -0.319, atom 47 (C): -0.487, atom 48 (C): -0.491, atom 49 (O): -0.308, atom 50 (H): 0.059, atom 51 (H): 0.079, atom 52 (H): 0.076, atom 53 (H): 0.066